(1)
This record from the OMol25 dataset describes a structure of composition C33H34Cl7N4RbSSi. The level of theory is ωB97M-V/def2-TZVPD.

Last column: Mulliken charge in e.
Element x y z (Å)
H1 -1.2286 0.8249 -1.7507  0.777
H2 2.0195 6.9756 1.8479  0.367
C1 -2.2410 0.5509 -1.4644  -0.797
H3 -1.9317 -0.2199 -4.7393  0.246
C2 2.4036 6.0652 2.2948  -0.870
C3 1.9273 -0.1662 -5.3962  -1.099
C4 1.6178 -5.9627 2.6443  -0.483
H4 4.0041 1.1384 1.2806  -0.138
C5 3.8177 4.9609 3.8749  -0.568
Cl1 2.4690 -6.6568 3.9920  -0.228
C6 0.3636 3.8456 -2.1926  -0.533
H5 2.4085 1.5101 2.5856  0.569
C7 -4.7206 -0.3069 -0.7578  -0.716
H6 -1.3058 2.8587 1.1345  0.398
H7 -5.4455 0.7113 -2.5079  0.400
C8 4.5058 0.2223 0.9873  -0.031
C9 1.1949 1.9188 0.9222  -1.721
H8 -5.6946 -0.6655 -0.4498  0.359
H9 2.0938 2.8079 -1.4795  0.315
H10 1.2087 0.3400 -2.0602  0.144
H11 -1.4915 -3.7260 4.4646  0.233
H12 1.2129 4.8124 1.0394  0.417
H13 -0.6634 -2.7152 5.5156  0.311
H14 2.1935 0.8716 -5.1688  0.244
H15 1.6686 -0.2251 -6.4608  0.272
C10 -0.9841 0.2471 -5.0311  -1.153
N1 -2.6208 -1.9717 3.1676  -0.152
H16 -1.0030 1.2822 -4.6740  0.257
N2 -2.3723 -0.1577 -0.3491  0.750
H17 3.6979 7.1017 3.6710  0.349
H18 -0.1243 -2.5958 -5.8174  0.215
C11 -0.9514 4.2373 -1.9505  -0.567
H19 -3.1545 1.4705 -3.1732  0.510
C12 1.9445 4.8405 1.8341  -0.013
H20 0.8327 4.0915 -3.1395  0.320
Cl2 3.2752 -0.9344 0.5131  -0.020
C13 -1.6451 -1.7497 4.0963  0.157
H21 3.7318 2.8202 3.8594  0.356
Cl3 -0.0879 -7.2786 -0.7311  -0.223
C14 -3.5894 -0.5911 -0.0049  0.302
H22 0.4557 -1.3143 -1.8440  -0.504
N3 -1.4790 -2.8278 4.9322  -0.583
H23 -2.5610 4.1567 -0.5269  0.351
C15 0.6680 -3.9972 1.5191  -1.243
Cl4 1.4959 -8.4954 1.6668  -0.232
Cl5 -0.6789 -4.2030 -0.8122  -0.169
C16 -4.5793 0.4635 -1.9055  -0.591
H24 4.5503 4.9934 4.6743  0.345
C17 -1.5321 3.8792 -0.7361  -0.592
C18 3.3575 3.7369 3.4144  -0.737
S1 -0.7763 -0.3561 4.2376  -0.237
H25 -4.2732 -3.4216 1.6509  0.410
C19 -3.6435 -1.4143 1.2209  0.645
C20 1.0839 3.1293 -1.2533  -0.080
C21 1.1807 -6.7905 1.6118  0.707
C22 2.4124 3.6374 2.3818  1.385
N4 -2.7116 -1.2030 2.0644  -0.167
H26 5.1782 0.3771 0.1530  0.364
Rb1 0.1639 -0.9566 0.8511  0.943
H27 -1.5140 4.7852 -2.6972  0.315
C23 -3.3216 0.8953 -2.2737  -0.781
H28 -0.9369 0.2674 -6.1278  0.453
H29 2.8144 -0.7771 -5.2132  0.283
C24 0.2439 -4.8674 0.5337  1.101
Cl6 1.8712 -3.5782 3.9063  -0.212
C25 1.3420 -4.5996 2.5604  0.391
H30 -3.2290 -2.7694 3.2932  0.248
C26 0.8642 -0.5785 -2.5323  0.392
C27 1.9811 2.2913 1.9431  -1.301
C28 0.5184 2.7633 -0.0098  0.857
H31 -0.8152 -2.8586 -4.2071  0.228
C29 -0.8267 3.1548 0.2073  -0.025
C30 0.4779 -6.2409 0.5400  -0.495
Si1 0.4961 -0.7283 -4.2591  -0.075
C31 -4.7179 -2.4508 1.4154  -1.783
C32 3.3434 6.1407 3.3165  -0.370
C33 0.0774 -2.5197 -4.7423  -1.012
Cl7 5.4874 -0.3425 2.3680  -0.226
H32 -5.3032 -2.5795 0.5096  0.400
H33 0.8898 -3.2051 -4.4911  0.288
H34 -5.3905 -2.1786 2.2334  0.356

Output
* HOMO level: -0.3 eV
* HOMO-LUMO gap: 3.637 eV
* LUMO energy: 3.31 eV
* energy above the lowest of the compared OMol25 structures with the same formula, charge and spin: 22.7 kJ/mol
* charge: -2

(2)
This record from the OMol25 dataset describes a structure of composition C33H34ClN6O5Ta. The level of theory is ωB97M-V/def2-TZVPD.

Last column: Mulliken charge in e.
Element x y z (Å)
C1 -1.5290 -0.2500 3.2025  0.378
H1 -3.7854 0.0835 4.6106  0.547
H2 -4.0453 2.9219 -0.9778  0.457
H3 3.4745 0.0014 -4.3183  0.674
H4 4.0986 3.7267 3.8321  0.552
H5 -2.0395 -3.6196 0.5934  0.264
H6 -0.1208 -2.1779 -1.6140  0.487
C2 1.9544 -1.8340 -4.4437  -0.162
C3 -5.6414 -0.3390 1.8350  -0.527
C4 -5.3140 -0.1187 3.1643  -0.966
H7 -6.6774 -0.3758 1.5266  0.498
H8 -1.2424 -1.2782 3.4417  0.203
C5 1.4195 -0.5819 -5.0302  -0.653
C6 3.5255 3.0224 3.2428  -0.754
H9 1.3737 -3.7552 2.0392  0.594
C7 -1.0141 -1.6098 -3.4232  -1.267
C8 1.8016 -1.6459 1.5692  -0.898
H10 -1.7568 3.5703 -1.1239  0.433
C9 1.5393 -2.0949 -2.9943  -0.201
H11 0.6070 1.8578 -1.9566  0.897
H12 -0.1905 0.5235 -5.8547  0.981
C10 0.1192 1.1777 -3.8670  -1.948
Cl1 2.6762 -3.0794 -5.3886  -0.122
C11 0.1580 -1.6288 -2.5068  0.226
N1 -1.2150 -3.6950 1.1774  -0.190
H13 -2.1885 1.4100 4.5052  0.541
N2 -0.3626 0.3232 2.4015  0.402
O1 0.1655 2.1098 0.2788  -0.573
H14 4.9664 2.9093 1.6265  0.648
C12 -4.6226 -0.5522 0.9179  -0.671
C13 -0.9868 1.8186 -0.1435  0.902
H15 -0.0319 2.1995 -4.1956  0.468
C14 3.2460 1.6664 1.3113  -0.248
Ta1 0.7349 -0.0748 0.4218  3.035
C15 -3.2878 -0.5210 1.3159  -0.362
O2 4.6251 1.1594 -0.6489  -0.395
C16 -2.9457 -0.2492 2.6393  0.366
C17 -1.0688 -0.8828 -4.5296  -1.139
C18 -1.4637 0.5981 4.4939  -0.976
C19 0.3031 1.0553 3.2497  0.555
H16 4.2777 1.0609 -2.6738  0.415
N3 0.7941 -0.2774 -1.9898  0.103
C20 2.3024 2.5545 3.7076  -0.701
H17 -1.9288 -0.9459 -5.1837  0.564
C21 1.5988 1.6571 2.9151  0.196
H18 -2.5277 -0.7528 0.5903  0.759
O3 -0.1495 1.2165 4.4469  -0.369
H19 -1.1180 -4.5266 1.7479  0.290
H20 1.9136 -3.0355 -2.5985  0.682
O4 -0.4462 -1.7372 0.4134  -0.899
H21 3.6293 -1.5470 -1.1944  0.501
C22 -0.3115 -2.7615 1.1882  0.379
H22 -3.2152 1.5778 -1.4944  0.361
H23 -2.1826 3.4384 0.5852  0.442
C23 2.5408 -0.4538 -4.0240  -1.736
H24 -1.5211 0.0238 5.4136  0.383
N4 2.6848 0.1351 -0.3810  0.272
O5 -1.2543 0.6111 -0.3686  -1.066
N5 2.0641 1.2183 1.7516  -0.043
C24 0.4401 0.9960 -2.5942  -0.125
H25 -1.8242 -2.2835 -3.1737  0.659
C25 0.8979 -2.7713 2.0617  -0.959
H26 -6.0934 0.0165 3.9018  0.444
H27 -4.8694 -0.7903 -0.1107  0.588
H28 0.5723 -2.6290 3.0959  0.302
H29 2.4366 -1.2706 2.3704  0.531
H30 2.4992 -2.0728 0.8358  0.601
C26 0.0370 0.0753 -4.8902  -0.121
C27 3.5608 0.9993 0.0486  0.654
C28 3.2674 -0.5717 -1.5349  0.229
C29 -2.0489 2.8732 -0.3374  -1.074
H31 5.4038 -0.1756 -2.0299  0.348
C30 -3.9851 -0.0761 3.5598  -1.008
C31 2.1594 -0.7640 -2.5712  0.402
H32 -3.7296 1.6587 0.0660  0.056
N6 -3.3449 2.2226 -0.7079  -0.094
H33 1.8319 -0.4547 -6.0256  0.503
H34 1.9008 2.8712 4.6614  0.653
C32 4.0145 2.5734 2.0177  -0.601
C33 4.4646 0.3467 -1.8752  -0.575

Output
* HOMO level: -18.7 eV
* HOMO-LUMO gap: 6.326 eV
* LUMO energy: -12.35 eV
* energy above the lowest of the compared OMol25 structures with the same formula, charge and spin: 384.5 kJ/mol
* charge: +4